# C23H56BrN3O6Si2

A structure of composition C23H56BrN3O6Si2 (ωB97M-V/def2-TZVPD, OMol25).

Kohn-Sham gap, eV: 8.3
Highest occupied orbital energy, eV: -8.0
E_tot, a.u.: -4678.767611

Structure (XYZ):
```
91
Properties=species:S:1:pos:R:3:forces:R:3
C 2.4144 -0.4673 -2.7867 0.01 0.10 0.16
C 1.0543 -0.2301 -3.4496 0.32 0.00 -0.22
C 0.1827 -1.4756 -3.6239 -0.34 0.32 0.25
Br 1.0482 -2.7700 -4.7940 0.00 -0.15 -0.16
Si -0.3765 -2.3331 -2.0404 0.38 -0.15 -0.07
O -0.7718 -1.1253 -0.9676 -0.22 0.04 -0.30
C 1.0172 -3.3050 -1.2662 0.04 0.42 0.51
O 0.4806 -4.1769 -0.2477 0.04 -0.50 -0.53
C 1.4119 -4.9093 0.4217 1.09 0.84 0.66
C 1.0552 -6.3628 0.5294 0.05 -0.01 0.44
O 2.4295 -4.4156 0.8729 -1.14 -0.66 -0.76
O -1.6455 -3.3010 -2.3800 -0.15 0.47 0.28
Si -3.1434 -3.3831 -1.6517 -0.18 -0.22 -0.06
C -3.9805 -4.8715 -2.4458 0.14 -0.04 -0.04
O -3.7850 -6.0395 -1.6484 -0.11 -0.23 -0.20
C -4.8744 -6.4079 -0.8266 -0.01 0.05 0.14
C -4.1425 -1.8069 -1.9233 -0.10 0.12 -0.08
C -5.3562 -1.6983 -0.9905 -0.12 0.04 -0.03
O -6.0826 -2.9414 -0.9851 -0.04 0.11 0.00
C -5.0381 -1.4078 0.4844 -0.15 0.00 0.10
N -4.1422 -0.3033 0.7876 -0.08 -0.16 -0.07
H 3.1154 0.3230 -3.0631 -0.07 -0.02 0.07
H 2.3385 -0.4614 -1.6942 -0.02 -0.08 -0.12
H 2.8585 -1.4151 -3.0975 -0.05 0.05 -0.01
H 0.5007 0.5108 -2.8577 -0.03 -0.07 -0.13
H 1.2098 0.2129 -4.4407 -0.06 -0.03 0.13
H -0.7291 -1.1920 -4.1626 0.11 -0.07 0.01
H -1.0521 -0.3236 -1.4249 0.00 0.04 0.27
H 1.7111 -2.5902 -0.8071 0.05 -0.17 -0.12
H 1.5545 -3.8947 -2.0146 0.00 0.02 0.08
H 1.2254 -6.6830 1.5615 -0.05 -0.03 -0.18
H 0.0319 -6.5648 0.2213 0.08 0.03 -0.01
H 1.7589 -6.9151 -0.1004 -0.13 0.04 0.01
H -2.9930 -3.6140 -0.2009 0.10 -0.02 0.01
H -3.5037 -5.0673 -3.4158 -0.04 0.04 0.09
H -5.0430 -4.6910 -2.6372 0.02 -0.03 0.05
H -5.0114 -7.4923 -0.8872 0.08 0.11 0.00
H -5.8013 -5.9192 -1.1433 0.05 -0.04 0.02
H -4.6822 -6.1364 0.2186 -0.05 0.02 -0.08
H -4.5047 -1.8079 -2.9615 0.05 -0.03 0.09
H -3.5452 -0.8933 -1.8273 0.08 -0.12 0.02
H -6.0229 -0.9044 -1.3568 0.12 -0.03 0.02
H -6.8654 -2.8554 -1.5360 0.07 -0.02 0.00
H -5.9990 -1.2085 0.9715 0.13 -0.08 0.01
H -4.6479 -2.3225 0.9410 0.03 0.09 -0.09
H -4.5391 0.5893 0.5255 0.07 0.01 -0.11
H -3.2437 -0.4245 0.3380 0.06 0.09 0.04
C 6.7978 3.7637 -1.1247 0.00 0.03 -0.02
C 5.4541 4.3868 -0.7778 0.05 0.01 0.02
N 4.4509 3.3993 -0.4244 0.00 -0.02 0.02
C 3.0983 3.9187 -0.4087 -0.16 0.06 -0.10
C 2.7462 5.0044 0.6147 -0.07 -0.04 0.01
C 4.8033 2.5063 0.6690 0.06 -0.11 0.04
C 5.1871 3.1329 2.0145 -0.03 -0.03 0.01
H 6.6758 2.9877 -1.8813 -0.01 -0.02 0.01
H 7.4689 4.5272 -1.5199 0.01 0.00 0.00
H 7.2832 3.3217 -0.2541 -0.01 -0.01 0.01
H 5.0789 4.9255 -1.6523 -0.03 0.01 0.01
H 5.6064 5.1441 0.0083 0.00 0.00 -0.01
H 2.4180 3.0739 -0.2759 0.01 -0.06 0.02
H 2.8865 4.3121 -1.4091 0.08 0.02 0.00
H 2.6998 4.6089 1.6293 0.05 0.02 0.01
H 1.7619 5.4184 0.3831 0.00 0.00 0.00
H 3.4611 5.8276 0.5969 0.01 0.00 0.00
H 5.6345 1.8800 0.3361 0.02 0.03 -0.02
H 3.9654 1.8197 0.8136 -0.03 0.03 0.00
H 5.9285 3.9247 1.8955 0.01 0.00 -0.01
H 5.6258 2.3687 2.6584 0.00 -0.01 0.00
H 4.3290 3.5475 2.5416 0.01 0.04 -0.02
C -1.1584 -0.1041 2.9330 0.05 0.00 0.04
C -1.2126 1.3040 3.5042 -0.10 0.01 -0.04
N -0.1544 2.1686 3.0047 -0.01 -0.05 -0.03
C -0.0025 3.4017 3.7533 0.06 0.06 0.11
C -1.1660 4.4003 3.7490 0.03 0.03 0.00
C -0.0880 2.2886 1.5600 0.05 -0.08 -0.18
C -1.3483 2.7524 0.8145 0.04 0.01 -0.05
H -0.1758 -0.5532 3.0847 0.03 0.04 -0.02
H -1.9023 -0.7339 3.4209 -0.03 0.03 0.00
H -1.3826 -0.1135 1.8678 0.03 -0.06 -0.05
H -1.1078 1.2545 4.5911 0.04 0.04 0.01
H -2.2140 1.7200 3.3088 -0.02 -0.04 0.05
H 0.9002 3.9038 3.3928 -0.01 -0.01 -0.04
H 0.2070 3.1219 4.7904 -0.03 -0.03 0.00
H -1.2741 4.9015 2.7873 -0.02 -0.03 -0.01
H -0.9878 5.1735 4.4988 0.01 0.00 0.00
H -2.1129 3.9177 3.9939 0.00 -0.01 0.00
H 0.2015 1.3157 1.1525 -0.02 -0.04 0.04
H 0.7403 2.9597 1.3184 -0.02 0.05 0.07
H -2.2309 2.1936 1.1320 0.01 -0.01 0.00
H -1.2190 2.5854 -0.2589 0.01 0.00 0.01
H -1.5497 3.8140 0.9509 -0.04 -0.01 0.05
```
Positions in Å, forces in eV/Å.



# C27H54B2N5O6

A cluster of 3 separate species, C27H54B2N5O6 in total (ωB97M-V/def2-TZVPD, OMol25).

Kohn-Sham gap (spin up / spin down), eV: 6.8 / 6.2
Highest occupied orbital energy (spin up / spin down), eV: -4.3 / -4.3
E_tot, a.u.: -1835.721372
Net charge: -1
Spin multiplicity: 3

Structure (XYZ):
```
94
Properties=species:S:1:pos:R:3:forces:R:3
N -1.8064 -3.2188 -0.0223 0.71 0.15 -1.57
B -1.8795 -1.7759 -0.5759 1.00 -2.14 -1.22
O -1.3875 -1.5939 -1.9580 -2.26 -1.10 -0.05
B -2.5365 -0.6184 0.3961 0.34 1.77 0.51
N -3.4965 -1.3112 1.3703 -1.90 -0.40 -0.26
C -1.2460 0.0943 1.1970 -0.02 0.81 -0.53
O -0.1315 -0.8826 1.4318 1.54 3.46 0.75
C 0.9869 -0.0335 1.9575 -0.14 -1.48 1.77
O 2.2326 -0.1712 1.1841 -2.21 1.45 -0.57
C 2.1576 0.5037 -0.1213 0.49 -0.54 -1.52
C 3.0457 -0.4462 -1.1729 -1.98 0.40 1.65
O 2.9325 0.1680 -2.5072 -0.72 -1.27 0.50
C -3.2853 0.6213 -0.4521 -1.10 1.32 -1.69
C -4.0604 0.1994 -1.8292 -1.01 5.76 -0.16
C -4.7587 1.4349 -2.6961 2.33 0.78 4.05
C -4.5908 2.9706 -2.0678 1.74 -3.68 2.26
C -3.7941 3.0891 -0.6409 -0.70 -1.84 -1.77
N -3.1566 1.9892 0.1590 -3.42 -0.25 -5.95
H -2.0528 -3.9102 -0.7933 0.90 0.95 1.10
H -0.7936 -3.3804 0.2591 -1.64 0.03 -0.31
H -2.0372 -2.1170 -2.5424 1.77 0.99 1.16
H -4.1881 -0.6385 1.7696 0.63 -0.72 -0.44
H -4.0561 -2.0430 0.8428 0.81 1.13 1.14
H -1.5983 0.5329 2.2257 0.83 -0.55 -1.72
H -0.7629 0.9327 0.5045 -1.17 -1.35 1.62
H 1.2166 -0.4848 3.0387 -0.06 0.91 -2.34
H 0.6578 1.0821 2.1519 0.66 -2.15 -0.97
H 1.0867 0.5659 -0.5888 1.84 -0.35 1.27
H 2.5913 1.6053 -0.1226 -0.70 -2.19 0.30
H 4.1346 -0.4760 -0.7359 -1.97 -0.01 -1.49
H 2.5087 -1.5107 -1.1289 1.47 2.20 -0.14
H 2.0677 -0.1204 -2.9408 1.70 0.39 1.27
H -4.1831 -0.8729 -2.2780 0.47 2.22 1.28
H -5.3375 1.2836 -3.7017 1.25 0.25 2.09
H -5.0080 3.9407 -2.5827 0.89 -2.23 1.10
H -3.6981 4.1921 -0.1925 -0.14 -2.72 -1.00
C 3.5199 -4.7887 3.9559 0.00 -0.19 0.22
C 2.2246 -4.1340 3.4043 1.92 0.69 0.06
C 1.6230 -3.1908 4.4785 -0.35 -0.12 -0.07
C 0.9624 -3.9398 5.6300 0.02 0.01 0.00
C -0.0790 -4.9226 5.1081 0.03 0.30 -0.19
C 0.4677 -5.8917 4.0268 -0.51 -1.66 0.87
N 1.2607 -5.1962 2.9568 -3.57 3.00 -1.59
O 0.3427 -4.5882 2.0795 2.56 -1.96 1.94
C 1.3424 -6.9861 4.6947 0.25 0.01 0.14
C -0.7464 -6.7030 3.4569 0.13 0.70 -0.50
C 2.7480 -3.2532 2.2204 -0.87 -0.26 -0.16
H 4.3172 -4.0436 4.0734 -0.32 0.02 -0.18
H 3.4037 -5.2329 4.9428 -0.08 -0.10 -0.05
H 3.8975 -5.5580 3.2723 -0.16 0.09 0.07
H 0.8748 -2.5307 4.0191 0.09 -0.23 -0.15
H 2.4014 -2.5308 4.8820 0.08 -0.18 -0.26
H 1.7132 -4.4596 6.2334 0.02 -0.03 -0.02
H 0.4781 -3.2198 6.3002 0.06 -0.10 -0.06
H -0.4850 -5.4917 5.9544 0.07 -0.17 -0.27
H -0.9193 -4.3460 4.6986 0.16 -0.15 -0.16
H 1.8848 -7.5725 3.9434 -0.07 0.19 0.06
H 0.7273 -7.6922 5.2664 -0.10 0.25 -0.21
H 2.0617 -6.5938 5.4123 0.06 0.06 -0.12
H -1.5295 -6.0562 3.0449 0.37 0.00 -0.06
H -1.2286 -7.2948 4.2447 0.39 0.19 0.07
H -0.4255 -7.3988 2.6725 0.02 0.18 0.09
H 3.1733 -3.8751 1.4234 -0.13 0.00 0.14
H 3.5362 -2.5684 2.5574 -0.19 -0.28 0.22
H 1.9658 -2.6219 1.7840 0.08 -0.33 0.10
C 1.5209 3.2550 -3.6840 0.11 0.17 -0.19
C 0.1892 3.7246 -3.0385 0.82 -1.99 -0.29
C -0.9580 3.6097 -4.0760 -0.15 0.37 0.11
C -0.8990 4.6849 -5.1548 0.03 -0.04 0.01
C -0.8523 6.0744 -4.5304 -0.14 -0.26 0.14
C 0.2774 6.2466 -3.4809 0.87 1.53 -0.76
N 0.3436 5.1162 -2.4933 -4.68 0.55 1.84
O -0.6858 5.3162 -1.5539 3.04 -0.39 -2.13
C 1.6455 6.3910 -4.1992 0.15 -0.17 -0.17
C 0.0832 7.6438 -2.7974 -0.36 -0.60 0.45
C -0.0581 2.6590 -1.9184 -0.37 0.84 0.25
H 1.5026 2.1754 -3.8809 -0.18 0.27 0.24
H 1.7284 3.7126 -4.6496 0.01 0.14 0.03
H 2.3722 3.4460 -3.0204 -0.18 -0.01 -0.08
H -1.9294 3.6805 -3.5679 0.21 -0.01 0.14
H -0.9384 2.6223 -4.5547 0.18 0.07 0.30
H -0.0357 4.5281 -5.8090 0.03 0.02 0.03
H -1.7852 4.6045 -5.7953 0.11 0.02 0.05
H -0.7417 6.8187 -5.3295 0.19 0.06 0.27
H -1.8262 6.2728 -4.0630 0.20 -0.03 0.15
H 2.4758 6.3327 -3.4851 -0.20 -0.08 -0.07
H 1.7283 7.3612 -4.7050 -0.24 -0.10 0.21
H 1.8095 5.6508 -4.9811 0.00 -0.09 0.14
H -0.9038 7.7528 -2.3335 0.25 -0.25 0.02
H 0.1618 8.4552 -3.5315 0.11 -0.40 -0.10
H 0.8465 7.8196 -2.0299 -0.13 -0.13 -0.10
H 0.7215 2.7073 -1.1484 -0.15 0.14 -0.19
H -0.0474 1.6429 -2.3321 0.06 0.33 -0.22
H -1.0320 2.7759 -1.4301 0.24 0.13 -0.09
```
Positions in Å, forces in eV/Å.



# C3H5NO2

An isolated molecule of C3H5NO2 (ωB97M-V/def2-TZVPD, OMol25).

Kohn-Sham gap, eV: 11.5
Highest occupied orbital energy, eV: -10.9
E_tot, a.u.: -322.498270
Relative energy (zero: lowest compared OMol25 entry of this formula, charge and spin), kcal/mol: 47.7

Structure (XYZ):
```
11
Properties=species:S:1:pos:R:3:forces:R:3
N -2.2035 1.0572 1.0182 0.92 -0.48 0.27
C -1.1957 0.5337 1.2702 -0.69 0.41 -0.21
O -0.0675 -0.0053 1.5732 -0.23 0.19 0.08
C 0.7124 -0.6061 0.4922 0.14 -0.15 -0.21
C 0.5510 0.0793 -0.8557 0.29 0.00 0.16
O -0.7094 -0.1269 -1.4394 -0.15 0.12 -0.02
H 0.4220 -1.6576 0.4279 -0.04 0.13 0.01
H 1.7405 -0.5249 0.8508 -0.12 -0.04 -0.09
H 0.8092 1.1453 -0.7654 -0.11 -0.14 -0.03
H 1.2854 -0.3835 -1.5256 -0.03 0.11 0.13
H -1.3442 0.4889 -1.0464 0.02 -0.16 -0.09
```
Positions in Å, forces in eV/Å.



# C2H3Cl

An isolated molecule of C2H3Cl (ωB97M-V/def2-TZVPD, OMol25).

Kohn-Sham gap, eV: 10.5
Highest occupied orbital energy, eV: -9.4
E_tot, a.u.: -538.144416
Relative energy (zero: lowest compared OMol25 entry of this formula, charge and spin), kcal/mol: 15.1

Structure (XYZ):
```
6
Properties=species:S:1:pos:R:3:forces:R:3
C -0.7311 -0.0521 0.2971 2.36 0.24 -0.29
C 0.5165 -0.0206 -0.3136 -2.15 -4.64 3.44
Cl 1.4261 1.0788 -1.1003 0.56 2.45 -1.52
H -1.4045 0.8055 0.2616 0.19 -0.20 -0.09
H -1.0029 -0.8705 1.0437 0.54 0.97 -1.61
H 1.1959 -0.9412 -0.1885 -1.51 1.18 0.07
```
Positions in Å, forces in eV/Å.



# C11H12NO2

A cluster of 2 separate species, C11H12NO2 in total (ωB97M-V/def2-TZVPD, OMol25).

Kohn-Sham gap, eV: 6.7
Highest occupied orbital energy, eV: -3.9
E_tot, a.u.: -631.663545
Net charge: -1
Relative energy (zero: lowest compared OMol25 entry of this formula, charge and spin), kcal/mol: 21.5

Structure (XYZ):
```
26
Properties=species:S:1:pos:R:3:forces:R:3
C 0.7824 -3.6479 0.9800 -0.25 0.36 -0.21
C -0.4164 -4.6214 0.8295 -0.02 0.02 0.23
O -1.1666 -4.7139 1.8317 0.10 -0.01 -0.16
O -0.5421 -5.1514 -0.2971 0.00 0.00 0.00
H 1.0815 -3.4868 2.0216 0.10 -0.27 -0.21
H 0.3923 -2.6872 0.6296 0.16 0.03 0.10
H 1.6069 -3.8928 0.3007 -0.03 -0.12 0.33
C 0.1387 4.0261 0.6702 -0.07 0.52 -0.02
C -0.7262 0.5231 -0.2768 -0.62 -0.22 0.92
C 0.0115 1.6957 -0.4906 -0.15 -0.08 -0.31
C -0.4880 2.6948 0.4111 0.16 -0.18 0.02
C -1.4985 2.1004 1.1150 0.55 0.70 0.09
C 0.5933 -0.7125 -1.7654 -0.24 0.11 0.04
C -0.4311 -0.7151 -0.8397 0.47 0.13 -0.62
C 1.2203 0.4894 -2.1396 0.46 -0.12 -0.36
C 0.9820 1.6807 -1.4972 -0.18 0.04 0.29
N -1.6692 0.8121 0.6936 -0.14 -0.55 0.02
H 0.9299 -1.6491 -2.1909 -0.14 0.03 -0.13
H -0.9205 -1.6469 -0.5930 -0.19 0.12 0.16
H 1.9123 0.4576 -2.9733 0.20 0.01 0.16
H 1.5181 2.5926 -1.7133 0.16 0.01 -0.28
H -2.2705 0.1195 1.1136 0.14 0.20 -0.04
H -2.0049 2.5400 1.9623 -0.31 -0.28 -0.13
H -0.6110 4.8020 0.8718 0.14 -0.18 0.16
H 0.7350 4.4143 -0.1598 -0.16 -0.28 -0.20
H 0.8410 3.9766 1.5060 -0.13 0.03 0.14
```
Positions in Å, forces in eV/Å.